Density functional theory data (ωB97M-V with the def2-TZVPD basis set) for C5H4ClNO in the gas phase in a non-equilibrium geometry.

Geometry as ORCA input:
```
! wB97M-V def2-TZVPD RIJCOSX def2/J DEFGRID3
* xyz 0 1
H -1.71862 -2.71678 -0.99132
C 0.08263 -0.11141 0.48199
O -0.55948 -0.46049 -1.87621
H -0.06809 -2.94567 -0.16134
Cl -0.08498 1.99234 -0.79502
C -1.04126 -2.30157 -0.19314
H 1.06468 1.67240 0.96461
C 0.50747 1.05462 0.34995
H -1.26062 -2.22132 0.79762
C -0.50581 -0.91214 -0.66091
N 1.37421 -0.89886 2.59507
C 0.67094 -0.67657 1.64713
*
```

Results
- LUMO: -0.7030 eV
- Highest occupied orbital energy: -10.15 eV
- Relative energy (zero: lowest compared OMol25 entry of this formula, charge and spin): 291.8 kJ/mol
- Orbital gap: 9.449 eV

Density functional theory data (ωB97M-V with the def2-TZVPD basis set) for C4H6N2 in the gas phase in a non-equilibrium geometry.

Geometry as ORCA input:
```
! wB97M-V def2-TZVPD RIJCOSX def2/J DEFGRID3
* xyz 0 1
N -1.43523 -0.19195 0.28001
H 0.81999 -0.06306 1.61638
C 0.77622 -0.56394 -0.56977
H 1.19013 -1.06359 -1.40830
H -1.76469 1.82078 -0.33614
H 2.54317 0.52806 0.73703
C 1.39865 0.18373 0.66511
N -0.41397 -1.12041 -0.07885
H 0.92580 1.74281 -0.87292
C 0.41002 0.81831 -0.42831
C -0.97352 0.92005 0.06984
H -0.43821 -1.92740 0.43463
*
```

Results
- LUMO: 1.1223 eV
- Highest occupied orbital energy: -8.16 eV
- Relative energy (zero: lowest compared OMol25 entry of this formula, charge and spin): 409.3 kJ/mol
- Orbital gap: 9.282 eV

Density functional theory data (ωB97M-V with the def2-TZVPD basis set) for a molecular structure, CuH10O5 in a non-equilibrium geometry.

Geometry as ORCA input:
```
! wB97M-V def2-TZVPD RIJCOSX def2/J DEFGRID3
* xyz 2 2
Cu 0.10258 -0.23182 -0.25777
O 1.78155 -0.06109 1.61468
O 0.37160 2.03514 0.22802
O -0.67277 -1.48719 1.50227
H 1.10518 2.52791 0.59578
O -2.29884 -0.05910 -1.16151
H -2.66277 0.78987 -1.41262
H 2.01984 -0.58616 -2.67030
O 1.09782 -0.75721 -2.47833
H -0.09830 -2.25228 1.47310
H -2.93799 -0.42235 -0.54851
H 1.63087 0.83432 1.91759
H 1.53698 -0.61068 2.35922
H -1.34919 -1.71909 2.13859
H 0.66111 -0.69995 -3.32818
H -0.28765 2.69967 0.02797
*
```

Results
- LUMO (spin up / spin down): -9.4030 / -13.6017 eV
- Highest occupied orbital energy (spin up / spin down): -20.63 / -20.59 eV
- Relative energy (zero: lowest compared OMol25 entry of this formula, charge and spin): 35.8 kJ/mol
- Orbital gap (spin up / spin down): 11.227 / 6.986 eV

Density functional theory data (ωB97M-V with the def2-TZVPD basis set) for 8 unconnected molecules or ions with the total composition C45H42F10N3O in a non-equilibrium geometry.

Geometry as ORCA input:
```
! wB97M-V def2-TZVPD RIJCOSX def2/J DEFGRID3
* xyz 1 1
H -3.38507 -1.22966 7.39204
C -3.95938 -0.76497 6.60210
F -5.75052 1.25400 1.55009
H 5.27302 -1.92340 2.02866
H -6.51029 1.40019 6.06880
C -0.12971 4.33250 3.48357
C -0.60380 -1.90795 -10.94486
H 5.83337 0.47649 2.08159
H -0.89687 -0.26140 1.77646
H -3.33205 6.26253 4.32549
C -2.59661 -5.70445 2.53447
O -4.45749 0.36294 0.05582
H -4.11494 -0.73315 3.22107
C -3.44295 0.51749 -0.92558
C 4.29167 1.02550 0.69681
C 10.42912 -1.69712 1.56761
C -3.66771 -1.04555 5.28392
N -2.20383 0.06671 -0.31892
H -5.96358 0.84204 3.72689
H -1.12314 7.31502 4.66891
H -0.71870 -1.20589 -7.15241
H -0.92656 -2.97400 3.63691
H 0.85523 -3.99667 2.26220
H -5.22426 0.36364 7.90727
H 2.67441 1.26156 -0.71314
H 4.53578 2.07839 0.71876
H -2.13754 -0.92672 -0.17900
C -1.99755 1.98405 -3.99232
H -3.39725 1.50938 -1.33061
C -0.94094 2.57818 -4.64097
C 5.01867 0.12599 1.46326
C -0.02480 5.61379 3.98236
C 0.20269 -0.75744 -9.02370
H -2.29827 -2.83891 -8.16698
H 0.42498 -6.13543 1.06790
C 10.89018 -0.44747 1.95682
C -0.86246 2.45472 -6.01960
H 0.99029 -0.45296 -10.98440
H 11.85280 -0.09483 1.61363
C -2.89488 1.16819 -6.03128
C -1.35294 3.72845 3.27980
H 11.02974 -2.31829 0.91804
C -1.11357 -3.89941 3.11105
C 8.44494 -1.34395 2.83152
H -2.20591 -3.28909 -10.59575
H 3.39324 -2.72905 0.61208
C -1.83845 1.75352 -6.71327
N -0.31111 0.14853 1.05612
F -5.89783 1.96649 -0.51982
F 1.04724 0.13663 -8.46584
H -1.77302 1.66179 -7.78828
C -2.42981 5.71738 4.08654
C -1.18774 6.30803 4.28168
H 8.82220 -3.12960 1.72381
C -1.17108 0.75856 0.12131
C 3.24963 0.57790 -0.10174
C -1.52708 -2.57485 -10.15088
H 10.47630 1.32124 3.09636
C 4.70320 -1.22458 1.43637
F -2.65384 -1.88946 4.98773
C -4.98879 0.12366 6.88002
C 0.26791 -0.98725 -10.38229
H 8.25873 0.50913 3.87629
H -3.47741 3.96161 3.43710
F 0.99137 3.64510 3.17982
C -2.51231 4.42689 3.58613
C -4.37454 -0.48399 4.24296
F -1.81552 -7.41185 1.12393
H -3.55628 -6.19983 2.59338
H -1.41264 2.47421 -0.87185
H -3.65682 0.62540 -6.57245
C 2.95330 -0.76839 -0.10989
C -2.35343 -4.51700 3.20886
H -0.19492 3.12578 -4.07994
C -0.34346 -5.66613 1.66723
C -0.70297 -1.41158 -8.21487
F -2.07224 2.10362 -2.61104
H 0.95112 6.05433 4.13380
H -3.13154 -4.07474 3.81392
N -0.81467 1.97902 -0.22035
H -1.39258 2.71690 2.89086
H 0.21175 -0.57416 0.56258
C 8.87971 -0.09708 3.22980
F 7.23831 -1.78327 3.26129
C 9.19715 -2.15589 2.00926
C -5.40622 0.39580 4.52870
H -3.79630 0.82886 -4.10246
F 1.91263 -1.20572 -0.87962
F -4.17730 2.48938 0.68828
H -0.03763 2.90612 -6.55168
C 10.11636 0.34952 2.78832
H -0.53207 2.52968 0.58298
C -1.57745 -2.32382 -8.78722
H -0.56142 -2.10482 -12.00685
H -3.70544 -0.13917 -1.73878
C -1.58505 -6.25924 1.77595
C 3.65852 -1.68039 0.64516
C -0.11216 -4.47503 2.33938
C -5.71072 0.70736 5.84621
C -2.97925 1.27916 -4.65106
C -5.07093 1.51231 0.43168
*
```

Results
- LUMO: -2.9933 eV
- Highest occupied orbital energy: -10.76 eV
- Orbital gap: 7.769 eV